# 1
{
  "formula": "C4H5NOS",
  "method": "the ωB97M-V functional and the def2-TZVPD basis",
  "orbital_gap_ev": 9.16,
  "e_homo_ev": -8.4,
  "e_above_lowest_kj_mol": 351.3,
  "species": ["C", "C", "C", "C", "N", "O", "S", "H", "H", "H", "H", "H"],
  "positions_angstrom": [[0.7412, 0.4057, -0.8763], [-0.6092, 0.8476, -0.5554], [1.3039, -0.5487, -0.1529], [-0.9391, 0.7156, 0.9172], [2.0835, -1.2148, 0.5190], [-0.9815, -1.6244, -0.2308], [-1.8231, -0.4399, -0.1413], [1.1612, 0.5531, -1.8433], [-0.9643, 1.6646, -1.0417], [-0.3079, 0.4937, 1.7197], [-1.8382, 1.3943, 1.1883], [2.1736, -2.2468, 0.4975]]
}

=====

# 2
{
  "formula": "AgH24O16P",
  "method": "the ωB97M-V functional and the def2-TZVPD basis",
  "orbital_gap_ev": 7.27,
  "charge": -2,
  "e_homo_ev": -2.0,
  "species": ["Ag", "P", "O", "O", "O", "O", "O", "H", "H", "O", "H", "H", "O", "H", "H", "O", "H", "H", "O", "H", "H", "O", "H", "H", "O", "H", "H", "O", "H", "H", "O", "H", "H", "O", "H", "H", "O", "H", "H", "O", "H", "H"],
  "positions_angstrom": [[0.0244, 1.0652, 1.1846], [0.0798, -0.7670, -0.8298], [-0.5566, 0.5637, -0.9875], [-1.0693, -0.6205, 0.2190], [1.1165, 0.1715, -0.5048], [0.3353, -1.0263, 0.5669], [-2.9783, -1.3102, -0.9895], [-3.3537, -0.5006, -1.3320], [-2.1556, -0.9671, -0.4767], [3.3299, -0.7408, -1.2777], [3.4091, -0.3511, -2.1819], [2.5689, -0.2597, -0.8726], [1.6765, 1.6278, -2.3940], [0.9935, 2.3030, -2.2384], [1.3624, 1.0377, -1.6801], [-2.7825, 1.4086, -0.3315], [-2.9720, 0.9704, 0.5310], [-1.8143, 0.9938, -0.5464], [1.3625, -3.2456, 0.8538], [1.0020, -2.3478, 0.7102], [2.0762, -3.2197, 1.4597], [-0.1106, -0.4350, 2.8946], [-1.0494, -0.5166, 2.9871], [0.0035, -0.7419, 1.9035], [-0.0085, 3.0023, -0.6778], [-0.2673, 1.9982, -0.7627], [-0.5997, 3.4140, -0.0302], [2.2696, 1.9172, 0.7581], [2.3466, 2.5899, 0.1085], [1.9604, 1.1342, 0.2503], [-1.4046, -2.7994, 1.3490], [-0.5861, -3.2998, 1.3616], [-1.0691, -1.8864, 1.0239], [-0.9957, 1.4022, -3.2027], [-0.3420, 0.9097, -3.7244], [-0.7665, 1.1500, -2.2813], [-2.6774, -0.1496, 1.8414], [-3.2870, -0.8177, 1.5424], [-1.8948, -0.2875, 1.1890], [2.5486, -0.7550, 1.5930], [2.6375, 0.1208, 1.8767], [1.6380, -0.7349, 1.1177]]
}

=====

# 3
{
  "formula": "C8H7Cl2NO2",
  "method": "the ωB97M-V functional and the def2-TZVPD basis",
  "orbital_gap_ev": 9.50,
  "e_homo_ev": -9.2,
  "e_above_lowest_kj_mol": 0.0,
  "species": ["C", "C", "C", "C", "C", "C", "C", "C", "N", "O", "O", "Cl", "Cl", "H", "H", "H", "H", "H", "H", "H"],
  "positions_angstrom": [[-1.4926, 1.3173, -1.1940], [-2.4039, 0.3295, -1.0485], [-0.1510, 1.0805, -0.9474], [-1.9911, -0.9597, -0.6756], [0.1997, -0.1586, -0.4800], [-0.6994, -1.1974, -0.2617], [2.7291, 0.8104, 0.1057], [2.0450, -0.6119, -0.0143], [2.1906, -1.3943, 1.1055], [2.9961, 1.4480, -0.8566], [2.6452, 1.3078, 1.2991], [-0.2802, -2.7862, 0.3016], [2.5157, -1.5152, -1.3560], [-1.6467, 2.3573, -1.4982], [-3.3979, 0.3764, -1.5563], [0.5208, 1.9070, -1.1463], [-2.6602, -1.8566, -0.5559], [1.8919, -1.0850, 2.0077], [1.7237, -2.3121, 0.9608], [2.2470, 0.8150, 1.9909]]
}

=====

# 4
{
  "formula": "C24H16F5IrN3O3S3Se",
  "method": "the ωB97M-V functional and the def2-TZVPD basis",
  "orbital_gap_ev": 6.92,
  "charge": -1,
  "e_homo_ev": -4.8,
  "e_above_lowest_kj_mol": 0.0,
  "species": ["Ir", "C", "C", "C", "C", "C", "C", "C", "C", "C", "S", "C", "N", "H", "H", "H", "H", "H", "H", "H", "H", "C", "N", "C", "Se", "N", "C", "C", "C", "C", "C", "C", "H", "H", "H", "H", "H", "H", "H", "H", "F", "C", "C", "C", "F", "C", "F", "C", "F", "C", "F", "O", "S", "O", "O", "S"],
  "positions_angstrom": [[-1.2265, -1.0969, -0.3174], [-3.1359, -1.8228, 2.2605], [-2.0442, -0.8583, 2.5998], [-2.0098, -0.2873, 3.8935], [-1.0377, 0.5977, 4.2288], [-0.0264, 0.9133, 3.2978], [1.0246, 1.8090, 3.5916], [1.9873, 2.0490, 2.6535], [1.9547, 1.3882, 1.4156], [0.9447, 0.5075, 1.0898], [0.9307, -0.3252, -0.4457], [-0.0922, 0.2925, 2.0328], [-1.1312, -0.5436, 1.6966], [-3.6518, -2.1334, 3.1680], [-2.7345, -2.7004, 1.7556], [-3.8481, -1.3652, 1.5756], [-2.7820, -0.5660, 4.5971], [-1.0139, 1.0557, 5.2110], [1.0453, 2.2949, 4.5593], [2.7858, 2.7547, 2.8412], [2.7413, 1.5867, 0.6972], [-0.0014, 3.3841, -0.6857], [1.2117, 3.2624, -1.4736], [2.3945, 3.8680, -1.2273], [2.8418, 5.0387, 0.1147], [3.2413, 3.4786, -2.2152], [2.5997, 2.6432, -3.1182], [3.0217, 1.9927, -4.2671], [2.0898, 1.1887, -4.9059], [0.7945, 1.0276, -4.4046], [0.3788, 1.6732, -3.2524], [1.3065, 2.4920, -2.6331], [0.1761, 4.1186, 0.0946], [-0.2660, 2.4164, -0.2638], [-0.8207, 3.7027, -1.3299], [4.1767, 3.8396, -2.2670], [4.0303, 2.1005, -4.6438], [2.3781, 0.6587, -5.8044], [0.1057, 0.3593, -4.9034], [-0.6032, 1.4960, -2.8339], [0.9782, -2.3957, 1.7791], [0.3112, -3.3338, 1.0798], [-0.6619, -2.9898, 0.1406], [-1.2992, -4.0974, -0.4238], [-2.3118, -3.9403, -1.2871], [-0.9771, -5.4124, -0.1297], [-1.6323, -6.4241, -0.7202], [0.0161, -5.6917, 0.7860], [0.3398, -6.9591, 1.0828], [0.6583, -4.6373, 1.3990], [1.6123, -4.8845, 2.3111], [-4.2186, 0.3190, -2.4537], [-3.1249, -0.1999, -1.6907], [-3.4817, -1.1890, -0.6110], [-2.2686, 0.8155, -0.9890], [-1.6760, -1.2707, -2.6554]]
}

=====

# 5
{
  "formula": "C34H53BeN2O2P2",
  "method": "the ωB97M-V functional and the def2-TZVPD basis",
  "orbital_gap_ev": 6.64,
  "charge": 1,
  "e_homo_ev": -9.4,
  "e_above_lowest_kj_mol": 0.0,
  "species": ["C", "C", "C", "C", "C", "H", "H", "H", "N", "P", "P", "C", "H", "H", "C", "H", "C", "C", "C", "C", "C", "H", "H", "H", "C", "H", "H", "H", "C", "H", "H", "H", "C", "H", "H", "H", "C", "H", "H", "H", "C", "H", "H", "H", "C", "H", "H", "H", "C", "H", "H", "H", "C", "H", "H", "H", "C", "H", "H", "H", "C", "H", "H", "H", "C", "H", "H", "H", "Be", "C", "O", "N", "C", "C", "C", "C", "C", "H", "C", "H", "C", "H", "H", "H", "C", "C", "C", "O", "H", "H", "H", "H", "H", "H"],
  "positions_angstrom": [[1.9775, -2.0788, -1.8252], [1.6492, 0.1842, -2.5737], [2.9878, -2.2606, -2.7669], [2.6034, -0.0331, -3.5872], [3.3029, -1.2228, -3.6523], [3.4616, -3.2253, -2.8187], [2.7957, 0.8380, -4.2295], [4.0639, -1.3467, -4.4017], [1.3907, -0.8425, -1.6668], [-0.1815, -2.6373, -0.2022], [0.8989, 2.2301, -0.7739], [1.4282, -3.1799, -0.9540], [1.3036, -4.0928, -1.5468], [2.1367, -3.3969, -0.1427], [1.0491, 1.4734, -2.3554], [0.8550, 2.1192, -3.2723], [-0.5133, 3.5451, -0.7467], [2.5847, 3.0525, -0.6797], [-1.4691, -3.3544, -1.3793], [-0.1858, -3.4036, 1.5022], [-1.7383, 2.9003, -0.0665], [-1.4819, 2.4474, 0.8937], [-2.4917, 3.6831, 0.0911], [-2.1848, 2.1203, -0.6878], [-0.1222, 4.7758, 0.0789], [0.1155, 4.5239, 1.1210], [0.7091, 5.3420, -0.3615], [-0.9880, 5.4559, 0.1034], [-0.8685, 3.9799, -2.1684], [-1.6541, 4.7512, -2.1017], [-0.0195, 4.4194, -2.7021], [-1.2758, 3.1543, -2.7648], [2.7952, 3.6039, 0.7498], [2.5327, 2.8529, 1.4962], [3.8551, 3.8369, 0.8628], [2.2288, 4.5168, 0.9425], [3.6588, 1.9764, -0.8984], [3.5452, 1.1409, -0.2227], [3.6694, 1.6134, -1.9400], [4.6347, 2.4464, -0.7062], [2.7030, 4.1535, -1.7503], [2.0536, 4.0002, -2.6209], [2.5172, 5.1518, -1.3421], [3.7371, 4.1608, -2.1341], [-1.5463, -3.1187, 2.1615], [-1.5040, -3.4373, 3.2096], [-1.7735, -2.0464, 2.1400], [-2.3606, -3.6694, 1.6784], [0.9172, -2.7006, 2.3215], [1.9141, -2.8646, 1.8933], [0.7378, -1.6276, 2.3820], [0.9170, -3.1123, 3.3396], [0.1181, -4.9135, 1.4747], [0.3106, -5.2373, 2.5029], [-0.7177, -5.5014, 1.1017], [1.0090, -5.1429, 0.8818], [-1.1132, -2.9694, -2.8545], [-1.8596, -3.4308, -3.4965], [-1.1670, -1.8932, -2.9750], [-0.1363, -3.3307, -3.1326], [-2.8226, -2.7168, -1.0469], [-2.7704, -1.6215, -1.1282], [-3.5725, -3.0889, -1.7720], [-3.1716, -2.9820, -0.0433], [-1.5446, -4.8738, -1.2884], [-0.5619, -5.3544, -1.3914], [-2.0236, -5.2159, -0.3575], [-2.1771, -5.2407, -2.1197], [0.1052, -0.5161, -0.5270], [0.9721, 0.3206, 0.7959], [1.9123, 0.3459, 1.5550], [-1.2485, 0.0034, -1.3495], [-1.2046, 0.6087, -2.4378], [-1.7106, 0.8919, -3.7231], [-3.0982, 0.7694, -3.6762], [-0.9838, 1.1318, -4.9148], [-3.7937, 0.8987, -4.8684], [-3.5370, 0.5491, -2.7068], [-1.7191, 1.2637, -6.0937], [0.1001, 1.1728, -4.9352], [-3.1115, 1.1481, -6.0579], [-4.8715, 0.8011, -4.8302], [-1.1859, 1.4524, -7.0240], [-3.6836, 1.2509, -6.9672], [-2.0133, 0.3247, 4.2373], [-0.7377, 0.6213, 3.5125], [0.4454, 0.9124, 4.3796], [-0.6692, 0.5989, 2.2656], [-1.9410, 0.6415, 5.2777], [-2.2307, -0.7535, 4.2179], [-2.8467, 0.8585, 3.7482], [1.0913, 0.0132, 4.4799], [1.0463, 1.7271, 3.9497], [0.1233, 1.1990, 5.3844]]
}

=====

# 6
{
  "formula": "C43H50N2O3PRuS",
  "method": "the ωB97M-V functional and the def2-TZVPD basis",
  "orbital_gap_ev": [5.97, 5.97],
  "charge": 1,
  "e_homo_ev": [-9.7, -9.7],
  "species": ["Ru", "C", "O", "C", "C", "C", "C", "C", "C", "N", "N", "C", "C", "O", "C", "C", "C", "C", "C", "C", "C", "C", "H", "H", "H", "H", "H", "H", "H", "H", "H", "H", "H", "H", "H", "C", "S", "C", "O", "H", "H", "H", "H", "H", "H", "C", "C", "C", "P", "C", "C", "C", "C", "C", "C", "H", "H", "H", "H", "H", "H", "H", "H", "H", "H", "H", "H", "H", "H", "H", "H", "H", "H", "H", "H", "H", "C", "C", "C", "C", "C", "C", "C", "C", "C", "C", "C", "C", "C", "C", "C", "H", "H", "H", "H", "H", "H", "H", "H", "H", "H"],
  "positions_angstrom": [[0.9095, 0.3170, -0.6298], [0.1838, 3.4261, -1.0683], [0.8884, 2.4908, -0.2394], [0.8253, 2.7335, 1.1263], [0.7311, 4.0200, 1.6345], [0.6939, 4.2138, 3.0060], [0.7588, 3.1267, 3.8675], [0.8473, 1.8455, 3.3558], [0.8670, 1.6383, 1.9821], [0.8730, 0.3415, 1.3863], [0.6760, -0.6043, 2.1866], [0.5798, -1.9015, 1.7933], [0.8228, -2.3943, 0.4848], [1.1746, -1.6826, -0.5282], [0.7233, -3.8131, 0.2685], [0.3813, -4.6594, 1.2625], [0.0849, -4.1937, 2.5818], [-0.3206, -5.0862, 3.5930], [-0.6353, -4.6286, 4.8449], [-0.5473, -3.2543, 5.1168], [-0.1472, -2.3695, 4.1465], [0.1822, -2.8184, 2.8525], [0.7860, 4.3221, -1.2181], [-0.7741, 3.6807, -0.6146], [0.0289, 2.9228, -2.0107], [0.6959, 4.8720, 0.9716], [0.6204, 5.2191, 3.3978], [0.7417, 3.2780, 4.9380], [0.8926, 0.9839, 4.0059], [0.9282, -4.1703, -0.7316], [0.3064, -5.7221, 1.0606], [-0.3801, -6.1435, 3.3628], [-0.9485, -5.3165, 5.6185], [-0.8011, -2.8868, 6.1027], [-0.0913, -1.3120, 4.3597], [4.2867, -1.7262, 0.9546], [4.0817, -0.7662, -0.5343], [5.6397, 0.0971, -0.4969], [3.0810, 0.3200, -0.1893], [5.1507, -2.3792, 0.8304], [3.3884, -2.3244, 1.0880], [4.4228, -1.0478, 1.7963], [6.4435, -0.6106, -0.6960], [5.7635, 0.5727, 0.4748], [5.6032, 0.8494, -1.2822], [-1.5095, 0.3444, -4.2798], [-0.0797, 0.8754, -4.4087], [-0.1314, 2.4031, -4.4972], [1.0500, 0.1889, -3.1051], [2.7349, 0.7778, -3.6584], [2.9400, 0.9981, -5.1611], [3.1580, 2.0551, -2.9169], [1.0815, -1.6422, -3.4582], [-0.2140, -2.3523, -3.0355], [1.4501, -2.0775, -4.8770], [-2.1622, 0.8923, -4.9621], [-1.8912, 0.4842, -3.2650], [-1.5876, -0.7093, -4.5301], [0.3570, 0.5020, -5.3372], [-0.8042, 2.8109, -3.7441], [-0.5421, 2.6856, -5.4682], [0.8382, 2.8869, -4.3983], [3.3900, -0.0390, -3.3367], [2.3794, 1.8636, -5.5153], [2.6595, 0.1436, -5.7702], [3.9961, 1.2020, -5.3504], [2.6003, 2.9204, -3.2774], [4.2147, 2.2594, -3.1087], [3.0109, 1.9812, -1.8410], [1.8747, -1.9704, -2.7810], [-0.9365, -2.3645, -3.8499], [-0.6843, -1.8976, -2.1667], [0.0072, -3.3928, -2.7942], [0.7819, -1.6507, -5.6273], [1.3575, -3.1634, -4.9485], [2.4759, -1.8274, -5.1392], [-1.0063, 0.3614, -0.4466], [-2.0481, 0.4394, 0.2421], [-2.9922, 0.5094, 1.2020], [-3.6575, -0.6973, 1.7022], [-4.8530, -0.6221, 2.4269], [-5.4430, -1.7715, 2.9221], [-4.8488, -3.0080, 2.7049], [-3.6780, -3.0986, 1.9620], [-3.0940, -1.9546, 1.4538], [-3.2586, 1.8388, 1.7830], [-3.3905, 2.0172, 3.1615], [-3.5699, 3.2867, 3.6858], [-3.6400, 4.3868, 2.8420], [-3.5074, 4.2186, 1.4692], [-3.3056, 2.9548, 0.9441], [-5.3337, 0.3347, 2.5778], [-6.3701, -1.7033, 3.4750], [-5.3017, -3.9025, 3.1119], [-3.2178, -4.0613, 1.7829], [-2.1812, -2.0181, 0.8764], [-3.3069, 1.1656, 3.8239], [-3.6570, 3.4174, 4.7561], [-3.7999, 5.3748, 3.2531], [-3.5663, 5.0747, 0.8100], [-3.2061, 2.8103, -0.1246]]
}

=====

Energy for every record listed, in sequence, given in Eh: -683.4741 -1705.9543 -1434.6073 -5514.0221 -2284.6117 -2837.9564.
Max |F| for every record listed, in sequence, given in Eh/bohr: 0.10445 0.36001 0.09443 0.00594 0.13819 0.02778.